Entry from the Open Molecules 2025 dataset: one molecule with the formula C3H3NS at a distorted geometry (ωB97M-V/def2-TZVPD).

Atoms and positions in Å:
1 S -1.807 -0.715 -0.048
2 N -1.116 0.898 -0.027
3 C 0.149 1.007 -0.020
4 C 1.054 -0.029 -0.026
5 C 1.854 -0.919 -0.056
6 H 0.517 2.026 -0.075
7 H 2.453 -1.819 0.110
8 H -3.103 -0.450 0.143

Results
Kohn-Sham gap, Ha: 0.346
Relative energy (zero: lowest compared OMol25 entry of this formula, charge and spin), kJ/mol: 189.8
Maximum force, Eh/bohr: 0.03819
SMILES: C#C/C=N\S
Calculated total energy, Eh: -568.94530

Here are the Mulliken charges for atoms 1 to 5, given in e: number 1, S, carries -0.1434; number 2, N, carries -0.3286; number 3, C, carries -0.1565; number 4, C, carries -0.5338; number 5, C, carries 0.2845

=====

Entry from the Open Molecules 2025 dataset: C5H11BBr2Na4O7 as an isolated structure at a distorted geometry (ωB97M-V/def2-TZVPD).

Atoms and positions in Å:
1 Br 2.978 -3.617 -2.091
2 Br 1.415 -3.336 2.338
3 Na -0.446 1.859 -2.747
4 Na 0.327 2.714 0.734
5 Na -3.094 1.383 1.345
6 Na -0.959 -0.694 -0.375
7 O -3.046 0.460 -0.989
8 O -0.874 3.832 -1.333
9 O -0.821 0.564 1.953
10 O -1.921 3.637 0.474
11 O -3.009 4.239 -1.337
12 O -3.948 0.812 -2.880
13 O -2.037 -0.127 -2.790
14 C 2.023 -4.203 -0.381
15 C 2.650 -3.454 0.801
16 C -1.969 3.871 -0.767
17 C -3.041 0.298 -2.208
18 C -0.202 0.712 3.189
19 B 1.281 0.833 -0.966
20 H 0.254 1.159 -0.922
21 H 1.397 0.198 -1.831
22 H 1.968 1.661 -1.051
23 H 3.532 -3.869 1.288
24 H 0.846 0.974 3.047
25 H 2.232 -5.249 -0.157
26 H -0.242 -0.049 3.968
27 H 1.600 0.308 -0.079
28 H -0.735 1.525 3.682
29 H 2.883 -2.405 0.618
30 H 0.957 -4.035 -0.534

Results
Kohn-Sham gap, Ha: 0.105
Total charge: -2
Maximum force, Eh/bohr: 0.13758
Calculated total energy, Eh: -6545.97369

Here are the Mulliken charges for atoms 1 to 5, given in e: number 1, Br, carries -0.1745; number 2, Br, carries -0.1676; number 3, Na, carries 0.8381; number 4, Na, carries 0.6441; number 5, Na, carries 0.8398

=====

Entry from the Open Molecules 2025 dataset: a 20-piece molecular cluster, C44H70FN20OP overall at a distorted geometry (ωB97M-V/def2-TZVPD).

Atoms and positions in Å:
1 P -2.286 1.634 -2.225
2 F -5.197 2.665 1.316
3 O 0.896 0.994 -2.145
4 N 5.044 -4.929 0.086
5 N 8.849 8.752 -0.696
6 N -7.815 6.692 -2.486
7 N -3.665 -9.156 6.936
8 N 6.190 2.969 -3.556
9 N -2.551 -2.053 -2.372
10 N 5.665 -2.764 4.099
11 N -9.264 -4.084 0.713
12 N 2.336 8.947 -4.334
13 N -4.407 -6.524 1.883
14 N -1.235 0.257 -8.165
15 N -3.604 -11.310 9.524
16 N 2.269 5.500 -0.496
17 N 1.406 -5.423 -1.382
18 N 0.959 -6.775 2.862
19 N -1.190 1.431 -0.834
20 N -0.856 -3.230 2.664
21 N 6.002 9.878 -0.649
22 N 6.875 6.631 -4.513
23 N -5.789 1.759 -3.676
24 C -1.811 0.064 -7.060
25 C 3.888 -5.068 -2.585
26 C -4.563 -7.003 3.039
27 C 10.660 6.670 -1.038
28 C 0.237 1.740 -1.230
29 C -4.041 3.134 0.501
30 C -8.043 -3.999 0.408
31 C -3.564 -10.295 6.405
32 C 5.089 -2.957 5.204
33 C -6.890 7.027 -1.697
34 C -4.751 -7.580 4.433
35 C 4.426 5.354 -2.245
36 C -3.525 -10.210 10.136
37 C 2.532 -5.262 -1.928
38 C 0.730 6.765 -3.706
39 C 4.685 8.051 0.983
40 C -2.506 -0.169 -5.729
41 C -3.337 -1.985 2.827
42 C 4.467 -5.122 1.191
43 C 4.394 -3.190 6.535
44 C -0.018 -6.801 2.066
45 C 7.169 2.903 -4.348
46 C -6.572 -3.895 0.041
47 C -4.434 3.170 -1.116
48 C 8.348 2.823 -5.304
49 C -1.981 -2.666 2.738
50 C -3.053 3.401 -1.970
51 C -6.914 2.323 -3.602
52 C 1.608 7.957 -4.050
53 C -3.431 -8.884 10.874
54 C 7.048 9.057 -3.164
55 C 9.670 7.808 -0.851
56 C -5.775 7.431 -0.747
57 C -1.196 -6.832 1.106
58 C -0.740 -4.135 -2.713
59 C 3.772 -5.355 2.522
60 C 5.405 9.050 0.091
61 C -3.443 -11.668 5.765
62 C 1.020 3.053 -0.583
63 C 6.953 7.731 -3.902
64 C -1.336 0.087 -0.155
65 C -1.730 -2.997 -2.527
66 C -8.271 3.004 -3.513
67 C 3.247 5.434 -1.289
68 H -0.412 -0.109 0.567
69 H -5.336 -8.502 4.379
70 H 5.245 5.980 -1.880
71 H 4.821 -4.067 7.031
72 H 11.482 6.993 -1.683
73 H 7.089 9.880 -3.882
74 H 2.058 2.785 -0.101
75 H -3.383 0.702 -2.222
76 H -5.183 4.039 -1.376
77 H 0.822 5.999 -4.481
78 H -3.390 -8.060 10.156
79 H -2.377 0.704 -5.083
80 H -3.182 3.990 -2.975
81 H 4.682 -5.389 -1.904
82 H -3.084 2.498 0.729
83 H -8.641 2.965 -2.485
84 H -3.251 -0.940 2.519
85 H -8.184 4.049 -3.821
86 H -6.368 -4.490 -0.854
87 H 2.704 -5.524 2.361
88 H -5.277 -6.861 5.067
89 H 7.950 9.077 -2.547
90 H 4.837 8.313 2.033
91 H -4.851 2.094 -1.373
92 H -2.528 -8.864 11.491
93 H -1.011 -7.561 0.312
94 H 9.166 3.449 -4.939
95 H -3.146 -11.566 4.717
96 H -6.075 8.313 -0.173
97 H 3.902 -4.482 3.168
98 H -4.869 7.666 -1.313
99 H 3.946 -5.660 -3.503
100 H -0.333 -4.439 -1.745
101 H 0.082 -3.812 -3.359
102 H -1.338 -5.845 0.657
103 H 1.069 3.922 -1.371
104 H -5.560 6.613 -0.054
105 H 10.161 5.813 -1.499
106 H -1.239 -4.992 -3.174
107 H -2.690 -12.260 6.292
108 H 4.126 5.703 -3.237
109 H -2.299 3.979 -1.257
110 H -3.707 -2.024 3.855
111 H -8.985 2.498 -4.168
112 H -1.395 -0.832 -0.877
113 H 1.038 6.339 -2.747
114 H 11.067 6.366 -0.069
115 H -3.777 -7.802 4.879
116 H 4.036 -4.013 -2.832
117 H 3.614 8.061 0.765
118 H -3.847 4.249 0.808
119 H -2.289 0.148 0.561
120 H -6.310 -2.852 -0.158
121 H 8.048 3.172 -6.296
122 H -5.955 -4.267 0.864
123 H 0.340 3.447 0.314
124 H 4.775 4.320 -2.321
125 H 3.325 -3.359 6.374
126 H 4.200 -6.231 3.018
127 H -2.079 -1.045 -5.233
128 H -4.052 -2.491 2.172
129 H 4.523 -2.318 7.181
130 H -3.575 -0.338 -5.890
131 H 8.697 1.790 -5.380
132 H -0.315 7.079 -3.638
133 H -4.305 -8.752 11.517
134 H -2.107 -7.113 1.642
135 H -4.403 -12.189 5.814
136 H 5.075 7.045 0.806
137 H 6.174 9.188 -2.521

Results
Kohn-Sham gap, Ha: 0.288
Relative energy (zero: lowest compared OMol25 entry of this formula, charge and spin), kJ/mol: 1691.2
Maximum force, Eh/bohr: 0.20320
Calculated total energy, Eh: -3329.31546

Here are the Mulliken charges for atoms 1 to 5, given in e: number 1, P, carries -0.1502; number 2, F, carries -0.3630; number 3, O, carries -0.5807; number 4, N, carries -0.6067; number 5, N, carries -0.5490

=====

Entry from the Open Molecules 2025 dataset: C4H10 as an isolated structure (ωB97M-V/def2-TZVPD).

Atoms and positions in Å:
1 C -1.320 0.179 0.725
2 C -0.032 0.196 -1.416
3 C -0.004 0.356 -0.007
4 C 1.173 -0.079 0.745
5 H -1.578 -0.886 0.710
6 H 0.527 -1.615 -0.945
7 H 2.153 0.028 0.287
8 H -1.249 0.497 1.770
9 H 0.486 1.378 0.194
10 H 0.930 -1.712 -0.234
11 H 1.146 0.042 1.828
12 H -2.122 0.742 0.239
13 H -0.967 0.383 -1.941
14 H 0.881 0.337 -1.990

Results
Kohn-Sham gap (alpha / beta), Ha: 0.310 / 0.301
Relative energy (zero: lowest compared OMol25 entry of this formula, charge and spin), kJ/mol: 501.7
Maximum force, Eh/bohr: 0.00607
Calculated total energy, Eh: -158.21178

Here are the Mulliken charges for atoms 1 to 5, given in e: number 1, C, carries -1.2427; number 2, C, carries -1.0597; number 3, C, carries 1.0356; number 4, C, carries -1.3152; number 5, H, carries 0.2656

=====

Entry from the Open Molecules 2025 dataset: a 2-piece molecular cluster, C7H12N3O2 overall (ωB97M-V/def2-TZVPD).

Atoms and positions in Å:
1 O 3.223 0.644 -0.887
2 O 2.920 1.100 1.287
3 N 0.954 0.521 -2.350
4 N -0.813 -0.067 -0.837
5 N 1.688 -0.542 0.290
6 C 0.820 -2.745 0.653
7 C 1.905 -1.711 0.658
8 C -1.603 0.614 0.139
9 C 2.721 0.493 0.240
10 C 0.142 0.300 -1.486
11 C -3.041 0.746 -0.380
12 C -1.022 1.978 0.515
13 H 2.893 -2.078 0.989
14 H 1.946 0.532 -2.069
15 H -0.134 -2.266 0.471
16 H -3.069 1.415 -1.237
17 H 0.800 -3.285 1.598
18 H 1.011 -3.461 -0.145
19 H -1.616 -0.025 1.036
20 H -0.005 1.849 0.878
21 H -3.413 -0.229 -0.691
22 H -0.994 2.622 -0.362
23 H -3.692 1.142 0.399
24 H -1.623 2.454 1.289

Results
Kohn-Sham gap, Ha: 0.302
Total charge: -1
Relative energy (zero: lowest compared OMol25 entry of this formula, charge and spin), kJ/mol: 0.0
Maximum force, Eh/bohr: 0.01939
Calculated total energy, Eh: -588.72465

Here are the Mulliken charges for atoms 1 to 5, given in e: number 1, O, carries -0.7844; number 2, O, carries -0.7023; number 3, N, carries -0.8055; number 4, N, carries -0.5122; number 5, N, carries -0.0998

=====

Entry from the Open Molecules 2025 dataset: one molecule with the formula C5H13N3 at a distorted geometry (ωB97M-V/def2-TZVPD).

Atoms and positions in Å:
1 N 2.143 -1.500 0.398
2 N 0.907 0.092 -1.885
3 N 1.146 -0.622 0.917
4 C 0.359 0.441 -0.765
5 C -2.135 0.458 0.345
6 C -0.326 -1.273 0.827
7 C -1.024 -0.432 -0.185
8 C 0.303 1.920 -0.466
9 H -2.470 1.160 -0.425
10 H -2.999 -0.132 0.670
11 H -1.818 1.040 1.216
12 H -0.493 2.388 -1.046
13 H 1.980 -1.653 -0.601
14 H -0.167 -2.317 0.544
15 H 0.864 -0.921 -2.025
16 H 3.080 -1.095 0.424
17 H 0.137 2.097 0.598
18 H 1.242 2.391 -0.774
19 H 1.424 0.217 1.425
20 H -0.767 -1.221 1.825
21 H -1.390 -1.039 -1.017

Results
Kohn-Sham gap, Ha: 0.324
Relative energy (zero: lowest compared OMol25 entry of this formula, charge and spin), kJ/mol: 347.0
Maximum force, Eh/bohr: 0.07995
SMILES: [H]/N=C(/C)[C@H](C)CNN
Calculated total energy, Eh: -362.45011

Here are the Mulliken charges for atoms 1 to 5, given in e: number 1, N, carries -0.7008; number 2, N, carries -0.8956; number 3, N, carries -0.0919; number 4, C, carries 0.7421; number 5, C, carries -1.6108

=====

Entry from the Open Molecules 2025 dataset: C20H30O15Ti as an isolated structure at a distorted geometry (ωB97M-V/def2-TZVPD).

Atoms and positions in Å:
1 Ti 5.607 7.411 3.306
2 O 10.643 9.316 6.624
3 O 1.221 4.493 -0.857
4 O 9.637 10.129 8.343
5 O 3.786 13.847 2.850
6 O 2.999 5.917 -0.650
7 O -0.254 10.324 6.540
8 O 1.799 5.664 -2.576
9 O 8.377 9.601 6.528
10 O 2.933 12.706 1.168
11 O 9.270 7.307 0.739
12 O 1.782 9.481 5.940
13 O 11.057 7.416 -0.595
14 O 4.861 11.994 2.089
15 O 1.471 11.490 6.928
16 O 10.926 8.903 1.020
17 C 3.098 16.026 2.298
18 C 2.105 13.866 1.322
19 C 13.197 9.430 1.420
20 C 9.449 9.664 7.134
21 C 2.673 14.592 2.486
22 C 0.361 4.040 -1.850
23 C 0.653 5.031 -3.013
24 C 0.464 12.310 7.470
25 C 11.708 9.578 7.555
26 C -1.707 11.186 8.222
27 C 1.068 10.352 6.425
28 C 12.276 8.175 -0.648
29 C 2.115 5.429 -1.291
30 C 10.324 7.867 0.472
31 C 10.976 10.443 8.608
32 C -0.742 11.547 7.089
33 C 11.298 10.035 10.087
34 C 0.702 4.333 -4.393
35 C 3.931 12.803 2.007
36 C 12.094 9.307 0.313
37 H -0.117 5.800 -3.068
38 H 0.622 3.033 -2.175
39 H 11.891 10.205 -0.269
40 H 3.894 16.043 1.554
41 H -0.237 3.850 -4.661
42 H 2.027 14.588 3.363
43 H 12.791 10.205 2.071
44 H 13.108 8.512 2.001
45 H 12.028 8.640 8.008
46 H 2.050 14.498 0.436
47 H 12.268 10.388 10.435
48 H 1.107 13.493 1.554
49 H 0.979 5.012 -5.199
50 H 13.109 7.508 -0.422
51 H 2.289 16.662 1.941
52 H 12.492 10.053 6.966
53 H -2.462 10.491 7.854
54 H 14.160 9.751 1.024
55 H 11.358 8.958 10.243
56 H 10.544 10.452 10.755
57 H -2.231 12.114 8.448
58 H 3.484 16.492 3.205
59 H 12.435 8.542 -1.661
60 H -1.324 11.951 6.261
61 H 0.425 13.276 6.968
62 H 11.066 11.526 8.527
63 H 0.450 12.340 8.559
64 H -0.685 4.051 -1.544
65 H -1.181 10.841 9.112
66 H 1.408 3.502 -4.381

Results
Kohn-Sham gap (alpha / beta), Ha: 0.232 / 0.344
Expectation value of S²: 3.75
Total charge: +1
Relative energy (zero: lowest compared OMol25 entry of this formula, charge and spin), kJ/mol: 162.5
Maximum force, Eh/bohr: 0.08723
Calculated total energy, Eh: -2757.81565
Multiplicity: 4

Here are the Mulliken charges for atoms 1 to 5, given in e: number 1, Ti, carries 1.0796; number 2, O, carries -0.3287; number 3, O, carries -0.3323; number 4, O, carries -0.3374; number 5, O, carries -0.3459

=====

Entry from the Open Molecules 2025 dataset: C3H6Br2N as an isolated structure at a distorted geometry (ωB97M-V/def2-TZVPD).

Atoms and positions in Å:
1 Br 1.851 0.037 -2.471
2 Br 2.643 -1.771 -0.029
3 N 0.044 0.323 0.237
4 C -0.844 0.986 -0.572
5 C -0.422 -0.329 1.354
6 C 1.453 -0.919 -1.029
7 H 0.390 -1.150 1.702
8 H -1.389 -0.779 1.214
9 H -0.414 0.226 2.254
10 H -0.396 1.937 -0.885
11 H -0.920 0.440 -1.606
12 H -1.996 1.000 -0.168

Results
Kohn-Sham gap (alpha / beta), Ha: 0.276 / 0.275
Total charge: +1
Relative energy (zero: lowest compared OMol25 entry of this formula, charge and spin), kJ/mol: 533.3
Maximum force, Eh/bohr: 0.08814
Calculated total energy, Eh: -5320.20242

Here are the Mulliken charges for atoms 1 to 5, given in e: number 1, Br, carries 0.2133; number 2, Br, carries 0.2002; number 3, N, carries -0.0513; number 4, C, carries -0.7709; number 5, C, carries -0.7054